82
Properties=species:S:1:pos:R:3:forces:R:3:mulliken_charge:R:1 method="wB97M-V/def2-TZVPD" charge=+5 orbital_gap_ev=1.3697 e_above_lowest_kcal_mol=0.0
Zn 5.25015 5.02721 -3.10819 -0.88 -1.41 0.27 1.36
F 3.48240 2.38670 -2.38218 1.07 1.66 -0.41 -0.36
C 7.83866 1.25010 4.42062 -0.27 -1.06 0.01 -1.05
C 8.88186 0.78211 3.43615 1.01 2.61 -0.62 -0.66
N 8.75731 -0.55940 3.02243 -1.75 -3.18 -2.46 0.21
C 9.49643 -1.58294 3.55087 -1.16 -1.26 -2.40 -0.19
C 9.12658 -2.73155 2.81663 1.21 0.44 0.95 -0.41
N 8.17824 -2.44335 1.84039 1.31 4.37 2.95 0.18
C 7.95507 -1.07487 2.01252 1.15 -1.17 0.44 -0.22
C 7.54357 -3.30014 0.84713 0.27 0.22 0.36 -0.77
H 7.90083 2.31733 4.63334 0.16 -0.29 0.23 0.36
H 8.01587 0.58358 5.26469 -0.11 0.67 0.68 0.35
H 6.82554 0.98138 4.12151 -0.06 0.29 -0.39 0.32
H 9.87722 0.92356 3.85727 0.00 -0.45 0.44 0.34
H 9.03629 1.38953 2.54435 -0.77 0.19 -0.23 0.43
H 10.32404 -1.29132 4.18049 -0.14 -0.75 0.35 0.41
H 9.62738 -3.68094 2.93608 -0.40 -0.17 -0.23 0.41
H 7.33711 -0.54049 1.30614 0.01 0.28 0.43 0.34
H 7.17163 -2.67636 0.03432 0.13 -0.07 0.05 0.29
H 6.70638 -3.78804 1.34628 0.23 -0.43 -0.32 0.32
H 8.34670 -3.94591 0.49207 -0.54 -0.35 -0.12 0.35
C -6.86166 5.21703 3.05661 -0.27 0.13 -0.41 -0.99
C -6.25982 4.12286 2.18714 -0.10 1.14 -0.11 -0.55
N -4.90629 3.82991 2.67653 1.11 0.31 -0.59 0.11
C -4.63036 2.83678 3.56670 2.25 -0.23 -0.01 -0.37
C -3.26577 2.83407 3.68227 1.21 -0.06 0.31 -0.29
N -2.69000 3.86939 2.96313 -2.12 -0.34 -0.81 0.11
C -3.75015 4.47202 2.31175 0.42 -1.18 1.42 -0.16
C -1.22763 4.25475 3.01697 -1.35 0.90 -1.16 -0.78
H -7.94519 5.18121 2.94363 0.05 0.29 0.03 0.34
H -6.47412 6.16477 2.68283 -0.24 0.19 0.36 0.33
H -6.62795 5.10895 4.11576 0.03 -0.11 -0.08 0.33
H -6.11397 4.48961 1.17111 -0.26 -0.09 -0.04 0.31
H -6.92488 3.26062 2.13884 0.68 -0.37 0.23 0.39
H -5.28598 2.15296 4.08531 -0.44 0.31 -0.46 0.44
H -2.55905 2.15501 4.13595 -0.50 -0.03 0.49 0.41
H -3.64159 5.35879 1.70490 -0.35 -0.15 -0.06 0.41
H -0.56607 3.42180 3.25494 -0.53 0.16 0.76 0.29
H -1.21897 5.17903 3.59466 0.62 -0.56 0.66 0.35
H -0.88482 4.58002 2.03474 -0.42 -0.14 -0.29 0.34
C -4.18721 1.47208 -6.77736 1.08 -0.63 -0.15 -0.87
N -2.87644 0.88381 -6.17760 -1.60 1.75 1.46 -0.27
C -3.13916 -0.55876 -5.80262 -0.16 -0.57 -1.70 -0.87
C -1.75779 1.08554 -7.19856 -1.26 -1.40 1.86 -0.75
C -2.50460 1.59256 -4.86454 -1.17 -1.35 1.02 -0.59
C -2.78497 3.07048 -4.66248 1.79 -0.02 -1.13 -0.61
O -4.09663 3.33754 -4.40171 -1.79 -0.48 0.10 -0.50
H -4.32135 0.90478 -7.69837 -0.21 0.16 -0.01 0.45
H -3.98313 2.51653 -7.01310 -0.22 -0.13 0.11 0.41
H -5.05451 1.33835 -6.13082 0.38 0.09 0.17 0.34
H -2.31689 -1.12378 -5.36362 0.42 0.67 -0.10 0.34
H -3.38256 -1.01819 -6.76063 0.10 -0.35 0.04 0.42
H -4.01195 -0.74027 -5.17541 -0.01 0.87 0.06 0.40
H -2.16157 0.55499 -8.06086 0.86 0.35 -0.37 0.42
H -0.99319 0.55452 -6.63155 0.77 0.09 -1.08 0.39
H -1.55146 2.15186 -7.29073 -0.12 -0.26 -0.29 0.29
H -1.50531 1.22644 -4.62898 0.24 0.63 -0.15 0.49
H -3.13148 1.07999 -4.13489 -0.14 0.01 0.14 0.43
H -2.46096 3.52768 -5.59740 0.27 0.72 -0.04 0.31
H -2.20965 3.45930 -3.82229 0.75 -0.29 -0.18 0.43
H -4.21507 4.28272 -4.28254 -0.14 0.12 -0.06 0.33
C -2.24065 -4.30579 2.08776 -0.67 0.29 0.77 -0.89
N -1.47353 -5.07552 1.05471 0.04 -0.07 -0.58 -0.08
C -1.54147 -6.60421 1.27701 -0.41 0.86 0.53 -0.88
C -2.02254 -4.83099 -0.39187 -0.28 0.10 1.01 -0.84
C -0.00627 -4.64363 1.22544 0.56 1.44 -0.66 -0.73
C 0.24237 -3.08869 0.97163 -1.51 -1.13 0.85 -0.44
O 0.27213 -2.85692 -0.39682 0.78 0.24 -0.98 -0.49
H -1.62614 -4.25605 2.98665 -0.09 0.03 -0.08 0.39
H -3.21981 -4.67227 2.39604 0.20 -1.03 -0.44 0.36
H -2.52514 -3.29879 1.78258 0.72 -0.01 -0.44 0.34
H -1.10467 -7.10452 0.41272 -0.14 0.09 0.14 0.38
H -2.59286 -6.84035 1.44107 0.07 -0.13 -0.43 0.39
H -1.03317 -6.88008 2.20093 0.24 0.24 -0.14 0.41
H -3.01290 -5.27077 -0.50965 0.26 -0.82 0.43 0.41
H -1.30860 -5.26129 -1.09417 -0.14 0.33 0.06 0.38
H -2.29763 -3.78903 -0.55541 1.06 0.21 0.14 0.32
H 0.61233 -5.22065 0.53807 -0.26 0.12 -0.37 0.44
H 0.37784 -4.93553 2.20285 -0.68 0.05 0.23 0.50
H 1.09544 -2.65077 1.48990 0.44 -0.80 0.08 0.50
H -0.58536 -2.47491 1.32695 -0.31 -0.38 0.69 0.24
H 0.79184 -2.05281 -0.46683 0.01 0.07 -0.73 0.30

14
Properties=species:S:1:pos:R:3:forces:R:3:nbo_charge:R:1 method="wB97M-V/def2-TZVPD" orbital_gap_ev="8.8683 / 9.5444" e_above_lowest_kcal_mol=0.0 multiplicity=2
C -1.41402 0.52048 0.00783 -1.68 -1.01 2.20 -0.64
C -0.29937 -0.45405 0.26843 -1.01 0.01 0.32 -0.09
C -0.78840 -1.44287 1.11531 1.90 -1.60 -0.22 -0.33
C 0.98615 -0.32874 -0.21093 0.39 -0.81 0.42 -0.14
C 1.48331 0.88555 -0.88529 -1.09 0.64 -0.46 -0.43
Cl 3.22525 1.11206 -0.80707 0.57 -0.10 0.11 -0.04
H -2.07104 0.04468 0.90458 0.34 2.81 -2.51 0.22
H -1.17334 1.57632 0.15729 -0.15 -0.16 0.01 0.21
H -1.94564 0.35706 -0.93870 0.30 0.13 0.16 0.22
H -0.11806 -2.25787 1.39054 -0.18 0.03 0.10 0.18
H -1.81783 -1.52584 1.46410 0.44 0.11 -0.16 0.19
H 1.69653 -1.14195 -0.08327 -0.09 0.09 0.14 0.21
H 1.21197 0.87686 -1.95022 0.11 0.10 0.16 0.23
H 1.02448 1.77830 -0.43260 0.15 -0.25 -0.26 0.22